The following is a quantum chemistry calculation of 2 unconnected molecules or ions with the total composition C2H9N2S, from OMol25.

Atoms and positions in Å:
S  0.896  2.049  -2.465
H  0.705  2.727  -1.322
H  2.184  1.848  -2.165
C  -0.641  -0.986  0.168
C  -0.331  -0.352  1.294
N  -1.088  -0.296  2.423
N  0.316  -0.929  -0.967
H  -1.558  -1.505  -0.084
H  0.644  0.125  1.365
H  -0.738  0.302  3.152
H  -2.088  -0.330  2.315
H  -0.089  -0.437  -1.771
H  0.660  -1.857  -1.222
H  1.129  -0.359  -0.722

Its total energy is -16028.3244 eV. The value obtained for the gap between HOMO and LUMO is 9.96 eV. The calculation puts the energy above the lowest of the compared OMol25 structures with the same formula, charge and spin at 104.5 kJ/mol. The HOMO energy is -13.2 eV. The total charge is +1. The spin multiplicity is 1.